# C31H33BMgN9S3

A molecular structure, C31H33BMgN9S3 (wB97M-V/def2-TZVPD, OMol25).

Each line ends with the Mulliken charge.
Atoms and positions in Å:
Mg 0.5775 -0.3897 0.5351  0.7046
C -0.8254 -1.3851 -2.8659  -1.6517
C -0.2001 -0.0480 -2.6420  0.5688
C 0.1837 0.9207 -3.5743  -1.1526
C 0.7248 1.9473 -2.8271  0.7163
C 1.3596 3.2143 -3.2917  -1.4132
N 0.6404 1.6046 -1.5284  1.9196
N 0.0689 0.3675 -1.4165  -0.5673
B 0.8211 2.4869 -0.2508  -0.9655
N -0.4560 2.3640 0.6059  0.2933
N -0.8818 1.1575 1.0966  0.1492
C -2.0101 1.3907 1.7525  0.5249
C -2.7894 0.2963 2.4002  -0.7224
C -2.3195 2.7592 1.7085  -1.5957
C -1.3110 3.3373 0.9721  1.0629
C -1.1126 4.7659 0.5901  -1.4182
N 2.0464 2.0433 0.6105  1.5799
N 1.9478 0.9895 1.4806  -0.6545
C 3.0532 0.9858 2.2041  0.5218
C 3.2905 -0.0652 3.2359  -1.2940
C 3.8802 2.0535 1.8339  -1.1860
C 3.2065 2.6930 0.8147  0.7445
C 3.6328 3.8613 -0.0082  -1.3596
H -0.7538 -1.6753 -3.9139  0.3843
H -1.8805 -1.3801 -2.5871  0.3793
H -0.3284 -2.1485 -2.2655  0.2720
H 0.1183 0.8653 -4.6476  0.4550
H 1.2557 3.2950 -4.3728  0.4186
H 2.4256 3.2238 -3.0591  0.0959
H 0.9075 4.0930 -2.8319  0.2169
H 0.9748 3.6235 -0.5846  -0.2768
H -2.2845 -0.6580 2.2876  -0.2735
H -3.7858 0.2232 1.9588  0.2883
H -2.9149 0.4859 3.4679  0.3530
H -3.1678 3.2559 2.1476  0.4572
H -1.9286 5.3661 0.9911  0.3511
H -1.0935 4.8924 -0.4925  0.2599
H -0.1740 5.1586 0.9821  0.2587
H 2.4245 -0.7191 3.3398  0.0939
H 3.5029 0.3886 4.2048  0.4046
H 4.1480 -0.6855 2.9645  0.2705
H 4.8448 2.3124 2.2369  0.4297
H 4.5813 4.2432 0.3675  0.4241
H 2.9006 4.6677 0.0144  0.2686
H 3.7741 3.5685 -1.0499  0.1165
S -3.6998 -6.1669 4.1377  -0.4050
C -2.9130 -4.9332 3.3282  0.2480
S -1.3233 -4.4159 3.7786  -0.1818
C -1.3547 -3.1523 2.5907  0.2818
N -2.4565 -3.1209 1.9047  -0.5656
N -3.3155 -4.1343 2.3173  0.3679
C -4.5639 -4.1543 1.6268  0.2961
C -5.0474 -2.9523 1.1200  -0.0288
C -6.2461 -2.9334 0.4286  -0.5780
C -6.9666 -4.1038 0.2307  -0.4183
C -6.4681 -5.2965 0.7289  -0.6451
C -5.2688 -5.3331 1.4269  -0.4742
S -0.0199 -2.0871 2.4240  -0.4898
H -4.4728 -2.0493 1.2644  0.3590
H -6.6150 -1.9926 0.0398  0.3674
H -7.9033 -4.0854 -0.3110  0.3751
H -7.0102 -6.2209 0.5739  0.3447
H -4.8858 -6.2636 1.8090  0.3190
C 2.1417 -1.8144 -0.1986  -1.8046
C 2.9485 -1.1347 -1.1736  0.6944
C 4.0003 -0.2655 -0.7904  -0.3939
C 4.6526 0.5391 -1.6911  -0.4555
C 4.3172 0.5048 -3.0502  0.0913
C 3.3353 -0.3965 -3.4700  -0.7050
C 2.6821 -1.1972 -2.5620  -0.5092
C 4.9641 1.3765 -3.9863  0.0500
N 5.4707 2.0907 -4.7369  -0.6617
H 2.6475 -2.0394 0.7412  0.5875
H 1.6027 -2.6877 -0.5664  0.4370
H 4.2648 -0.2077 0.2545  0.5190
H 5.4308 1.2124 -1.3485  0.5017
H 3.0786 -0.4512 -4.5213  0.4444
H 1.9197 -1.8807 -2.9137  0.5796

The charge is -1. The LUMO energy comes out at 2.3 eV. The strongest force on any atom comes out at 0.79 eV Å⁻¹.